The following is a DFT calculation (wB97M-V/def2-TZVPD) of 4 unconnected molecules or ions with the total composition C26H53FO16S2 at a distorted geometry.

Each line ends with the Mulliken charge.
Geometry (Å):
C -1.939 -3.923 3.325  0.158
C -1.177 -4.148 2.433  -0.646
C -0.222 -4.257 1.337  -1.420
C 1.265 -3.898 1.685  1.047
C 2.215 -4.950 1.085  -1.441
O 2.705 -5.876 2.012  -0.270
C 1.747 -6.784 2.542  0.108
C 1.838 -8.148 1.891  -1.428
O 1.567 -2.654 0.952  -0.479
S 0.855 -1.448 1.694  1.464
O -0.477 -1.193 1.271  -0.550
O 1.702 -0.312 1.738  -0.606
O 0.855 -2.157 3.157  -0.474
C 1.472 -3.434 3.126  -0.221
S 3.190 -3.111 3.669  1.369
O 3.934 -4.303 3.830  -0.596
O 3.712 -2.002 2.961  -0.569
F 2.833 -2.618 5.105  -0.253
H -2.645 -3.993 4.119  0.484
H -0.513 -3.643 0.489  0.566
H -0.256 -5.286 0.984  0.556
H 1.731 -5.465 0.253  0.446
H 3.075 -4.420 0.680  0.427
H 1.990 -6.901 3.600  0.354
H 0.727 -6.396 2.507  0.125
H 1.524 -8.139 0.850  0.309
H 1.192 -8.834 2.439  0.422
H 2.855 -8.522 1.976  0.334
H 1.009 -4.121 3.830  0.686
C 9.235 3.631 1.670  -0.796
O 8.052 2.901 1.897  -0.279
C 7.588 2.196 0.758  -0.627
C 7.003 0.852 1.127  -0.154
O 7.955 -0.124 1.517  -0.466
C 8.570 -0.006 2.789  -0.373
C 7.659 -0.293 3.962  -0.405
O 6.756 0.774 4.192  -0.333
C 5.481 0.347 4.623  -0.371
H 9.050 4.509 1.040  0.328
H 9.604 3.966 2.638  0.231
H 10.004 3.008 1.202  0.357
H 8.401 2.050 0.038  0.349
H 6.802 2.793 0.276  0.365
H 6.546 0.446 0.221  0.385
H 6.210 0.958 1.869  0.077
H 9.067 0.958 2.909  0.132
H 9.345 -0.777 2.791  0.406
H 8.278 -0.426 4.860  0.404
H 7.116 -1.226 3.772  0.214
H 5.087 -0.436 3.972  0.017
H 4.813 1.206 4.573  0.278
H 5.515 -0.016 5.658  0.358
C -2.549 1.365 -0.286  -0.659
O -1.617 1.959 -1.163  -0.305
C -0.412 1.217 -1.286  -0.309
C 0.116 1.236 -2.702  -0.330
O -0.629 0.454 -3.623  -0.499
C -1.895 0.931 -4.038  -0.171
C -1.859 2.120 -4.972  -0.635
O -1.521 3.310 -4.280  -0.250
C -0.733 4.199 -5.039  -0.875
H -2.228 1.450 0.757  0.304
H -3.496 1.891 -0.408  0.181
H -2.706 0.308 -0.526  0.318
H -0.562 0.182 -0.968  0.112
H 0.337 1.673 -0.624  0.435
H 1.106 0.774 -2.678  0.427
H 0.246 2.259 -3.061  0.061
H -2.547 1.127 -3.184  0.009
H -2.334 0.102 -4.600  0.395
H -2.857 2.247 -5.413  0.407
H -1.145 1.924 -5.780  0.428
H 0.128 3.688 -5.485  0.374
H -0.365 4.969 -4.362  0.243
H -1.320 4.676 -5.833  0.310
C -10.916 3.314 -2.313  -0.792
O -9.557 3.461 -1.973  -0.282
C -9.194 2.802 -0.772  -0.613
C -7.813 2.193 -0.860  -0.198
O -7.720 1.044 -1.684  -0.462
C -7.774 1.209 -3.092  -0.460
C -6.547 1.849 -3.701  -0.249
O -6.498 3.240 -3.442  -0.354
C -5.188 3.725 -3.238  -0.384
H -11.562 3.896 -1.646  0.329
H -11.041 3.681 -3.331  0.233
H -11.223 2.262 -2.285  0.355
H -9.918 2.017 -0.528  0.351
H -9.195 3.539 0.043  0.366
H -7.560 1.837 0.142  0.389
H -7.070 2.944 -1.135  0.089
H -8.681 1.731 -3.401  0.149
H -7.831 0.191 -3.485  0.417
H -6.580 1.697 -4.789  0.410
H -5.652 1.351 -3.309  0.129
H -4.646 3.116 -2.507  0.003
H -5.268 4.739 -2.850  0.375
H -4.626 3.745 -4.178  0.227

Its HOMO energy is -8.84 eV. The structure (SMILES) is C#CC[C@@]1(COCC)OS(=O)(=O)O[C@@H]1S(=O)(=O)F.COCCOCCOC.COCCOCCOC.COCCOCCOC. The frontier orbital gap comes out at 9.1635 eV.

---

The following is a DFT calculation (wB97M-V/def2-TZVPD) of 13 unconnected molecules or ions with the total composition C49H123BN9O23 at a distorted geometry.

Each line ends with the Löwdin spin population.
Geometry (Å):
O 0.191 3.695 1.385  0.000
C 0.298 2.571 0.968  0.001
O -0.534 1.974 0.035  0.003
B 0.017 0.616 -0.247  0.011
O 1.203 0.459 0.632  0.002
C 1.439 1.582 1.268  0.000
O 2.397 1.819 2.019  0.000
O 0.422 0.526 -1.650  0.079
C -0.148 -0.524 -2.245  0.236
O -0.146 -0.808 -3.454  0.182
C -1.111 -1.179 -1.222  0.215
O -0.931 -0.527 -0.063  0.073
O -1.837 -2.170 -1.496  0.184
C 4.008 4.578 2.119  0.000
O 3.894 5.982 2.263  0.000
H 3.072 4.026 2.210  0.000
H 4.306 4.425 1.082  0.000
H 4.679 4.067 2.810  0.000
H 2.972 6.178 2.080  0.000
C -2.179 5.327 -0.148  0.000
O -3.581 5.148 0.119  0.000
H -2.024 5.966 -1.018  0.000
H -1.756 5.772 0.753  0.000
H -1.696 4.364 -0.311  0.000
H -3.782 5.615 0.933  0.000
C -3.566 1.822 -1.371  0.002
O -4.366 2.884 -1.676  0.000
H -3.317 1.658 -0.322  0.000
H -4.052 0.886 -1.646  0.000
H -2.596 1.775 -1.865  0.002
H -4.084 3.606 -1.109  0.000
C -6.076 0.878 1.180  0.000
O -5.774 -0.244 0.410  0.000
C -4.950 -1.143 1.165  0.000
C -4.559 -2.352 0.319  0.000
N -5.808 -3.122 0.380  0.000
C -5.882 -4.404 -0.383  0.000
C -7.325 -4.932 -0.557  0.000
O -8.124 -4.110 -1.413  0.000
C -9.511 -4.467 -1.392  0.000
H -5.206 1.483 1.434  0.000
H -6.668 0.533 2.028  0.000
H -6.627 1.548 0.520  0.000
H -5.503 -1.451 2.053  0.000
H -4.020 -0.642 1.433  0.000
H -3.723 -2.934 0.708  0.000
H -4.408 -1.978 -0.693  0.000
H -6.370 -2.463 -0.139  0.000
H -5.218 -5.199 -0.044  0.000
H -5.537 -4.268 -1.408  0.000
H -7.793 -5.118 0.409  0.000
H -7.201 -5.925 -0.988  0.000
H -9.846 -3.866 -2.237  0.000
H -10.132 -4.272 -0.518  0.000
H -9.573 -5.500 -1.734  0.000
C 4.758 -0.393 1.805  0.000
O 5.352 -1.098 2.880  0.000
C 6.611 -0.666 3.347  0.000
C 6.840 -1.333 4.714  0.000
N 7.514 -2.609 4.710  0.000
C 7.767 -3.157 6.017  0.000
C 8.910 -2.630 6.799  0.000
O 8.533 -1.439 7.543  0.000
C 9.503 -0.928 8.442  0.000
H 4.648 0.685 1.923  0.000
H 3.725 -0.738 1.762  0.000
H 5.267 -0.641 0.873  0.000
H 6.650 0.415 3.482  0.000
H 7.349 -0.936 2.592  0.000
H 5.860 -1.523 5.151  0.000
H 7.413 -0.628 5.316  0.000
H 7.128 -3.265 4.045  0.000
H 8.007 -4.202 5.825  0.000
H 6.806 -3.348 6.494  0.000
H 9.771 -2.431 6.162  0.000
H 9.172 -3.412 7.511  0.000
H 9.219 0.061 8.801  0.000
H 10.465 -0.815 7.942  0.000
H 9.525 -1.539 9.345  0.000
C -3.034 -5.546 -2.683  0.000
O -2.987 -5.620 -1.259  0.000
C -1.855 -6.337 -0.791  0.000
C -1.572 -6.018 0.670  0.000
N -0.800 -4.766 0.821  0.001
C -0.751 -4.338 2.192  0.000
C 0.079 -3.036 2.326  0.000
O 0.449 -2.913 3.680  0.000
C 1.154 -1.721 4.060  0.000
H -3.229 -6.602 -2.868  0.000
H -2.112 -5.116 -3.075  0.000
H -3.869 -4.925 -3.009  0.000
H -0.997 -6.115 -1.426  0.000
H -2.046 -7.407 -0.872  0.000
H -1.052 -6.811 1.207  0.000
H -2.473 -5.944 1.278  0.000
H -1.227 -4.107 0.186  0.001
H -0.236 -5.172 2.670  0.000
H -1.755 -4.242 2.607  0.000
H -0.529 -2.185 2.020  0.000
H 0.933 -3.055 1.649  0.000
H 0.655 -0.807 3.738  0.000
H 2.113 -1.786 3.547  0.000
H 1.387 -1.674 5.124  0.000
C 2.459 1.280 -4.868  0.000
C 2.071 0.274 -5.959  0.000
C 2.995 0.242 -7.235  0.000
O 2.317 -0.569 -8.200  0.000
C 2.884 -0.528 -9.542  0.000
N 2.059 -1.050 -5.332  0.001
H 2.574 2.267 -5.317  0.000
H 3.390 1.005 -4.371  0.000
H 1.692 1.401 -4.103  0.000
H 1.040 0.565 -6.164  0.000
H 3.963 -0.185 -6.975  0.000
H 2.986 1.211 -7.735  0.000
H 3.856 -1.020 -9.521  0.000
H 2.904 0.513 -9.866  0.000
H 2.302 -1.118 -10.250  0.000
H 1.607 -0.809 -4.461  0.000
H 2.959 -1.152 -4.886  0.000
C 2.181 8.337 -0.065  0.000
C 1.471 6.998 -0.056  0.000
C 2.141 5.942 -0.906  0.000
O 2.050 6.270 -2.343  0.000
C 2.817 5.389 -3.130  0.000
N 1.252 6.581 1.287  0.000
H 1.564 9.092 0.422  0.000
H 2.384 8.652 -1.088  0.000
H 3.090 8.389 0.535  0.000
H 0.477 7.127 -0.484  0.000
H 1.687 4.959 -0.786  0.000
H 3.186 5.881 -0.604  0.000
H 3.793 5.113 -2.731  0.000
H 2.880 5.872 -4.105  0.000
H 2.296 4.432 -3.107  0.000
H 0.857 7.304 1.871  0.000
H 0.576 5.830 1.294  0.000
C -3.604 -2.969 5.389  0.000
C -2.863 -1.618 5.614  0.000
C -2.885 -0.702 4.387  0.000
O -1.958 0.402 4.613  0.000
C -1.714 1.225 3.433  0.000
N -3.609 -1.020 6.751  0.000
H -3.236 -3.578 4.563  0.000
H -4.638 -2.751 5.122  0.000
H -3.670 -3.574 6.293  0.000
H -1.851 -1.764 5.993  0.000
H -3.903 -0.412 4.125  0.000
H -2.593 -1.255 3.495  0.000
H -2.609 1.669 2.998  0.000
H -1.288 0.558 2.684  0.000
H -0.946 1.971 3.639  0.000
H -3.177 -0.108 6.746  0.000
H -4.498 -0.800 6.324  0.000
C -2.896 -2.178 -5.047  0.001
C -1.452 -2.753 -5.469  0.000
C -1.490 -3.966 -6.389  0.000
O -0.160 -4.317 -6.788  0.000
C -0.065 -5.559 -7.477  0.000
N -0.664 -1.649 -6.075  0.001
H -3.268 -2.959 -4.383  0.000
H -3.591 -2.063 -5.879  0.000
H -2.837 -1.316 -4.382  0.000
H -0.923 -3.075 -4.572  0.000
H -2.155 -3.717 -7.216  0.000
H -1.947 -4.789 -5.840  0.000
H -0.569 -6.400 -7.001  0.000
H 1.008 -5.736 -7.553  0.000
H -0.410 -5.491 -8.509  0.000
H -1.446 -1.099 -6.401  0.000
H -0.479 -1.113 -5.239  0.000
C -2.532 2.851 -7.129  0.000
C -1.704 1.763 -6.365  0.000
C -1.593 2.083 -4.818  0.001
O -0.963 3.335 -4.611  0.000
C -0.906 3.736 -3.245  0.000
N -2.552 0.588 -6.569  0.000
H -2.549 2.723 -8.212  0.000
H -2.077 3.831 -6.984  0.000
H -3.545 2.900 -6.729  0.000
H -0.712 1.596 -6.786  0.000
H -1.038 1.346 -4.236  0.001
H -2.578 2.078 -4.352  0.000
H -0.552 2.911 -2.627  0.000
H -1.807 4.140 -2.781  0.000
H -0.131 4.493 -3.127  0.000
H -3.401 0.631 -6.023  0.000
H -2.869 0.379 -7.505  0.000
C 2.644 3.530 7.006  0.000
C 2.325 3.274 5.494  0.000
C 1.579 1.873 5.402  0.000
O 2.254 0.745 5.908  0.000
C 3.497 0.500 5.296  0.000
N 1.447 4.371 5.051  0.000
H 1.758 3.735 7.607  0.000
H 3.231 4.431 7.185  0.000
H 3.237 2.707 7.406  0.000
H 3.292 3.187 4.998  0.000
H 1.309 1.615 4.378  0.000
H 0.595 1.899 5.871  0.000
H 3.448 0.153 4.264  0.000
H 3.984 -0.385 5.706  0.000
H 4.233 1.301 5.361  0.000
H 1.427 4.539 4.056  0.000
H 0.483 4.201 5.299  0.000

Its expectation value of S² is 0.7534. As for the spin multiplicity: 2. Its HOMO energy (alpha / beta) is 0.66 / -3.19 eV. The net charge is -2. The frontier orbital gap (alpha / beta) comes out at 2.5834 / 6.4259 eV.

---

The following is a DFT calculation (wB97M-V/def2-TZVPD) of 2 unconnected molecules or ions with the total composition C2H8N2O.

Each line ends with the Mulliken charge.
Geometry (Å):
C 1.400 -0.381 0.050  -0.985
N 0.172 0.217 -0.473  -0.382
C -0.421 1.018 0.311  0.155
N -0.091 1.382 1.601  -0.446
H 1.705 -1.149 -0.645  0.258
H 2.173 0.388 0.147  0.336
H 1.238 -0.856 1.027  0.310
H -1.313 1.533 -0.056  0.309
H 0.516 0.778 2.138  0.209
H -0.867 1.770 2.111  0.247
O -1.457 -1.670 -2.455  -0.673
H -1.158 -0.865 -2.000  0.358
H -1.896 -2.163 -1.756  0.305

Its HOMO energy is -9.57 eV. The structure (SMILES) is C/N=C\N.O. The frontier orbital gap comes out at 10.3291 eV.